(1)
C37H46N4O4P3PtS | the ωB97M-V functional and the def2-TZVPD basis

Positions of all 96 atoms, in Å:
Pt  -0.40820  0.02481  0.11423
N  -0.37374  2.48449  1.59403
P  -1.16627  1.04150  2.03125
C  -0.63513  0.59643  3.68349
C  -1.54168  0.51747  4.73784
C  -1.09799  0.14181  5.99870
C  0.24152  -0.15576  6.20126
C  1.14393  -0.08554  5.14550
C  0.71210  0.28332  3.88323
C  -2.93446  1.33416  2.05632
C  -3.76116  0.31058  1.59280
C  -5.13565  0.50243  1.55681
C  -5.67658  1.71212  1.96770
C  -4.85097  2.73558  2.42094
C  -3.47996  2.54797  2.46797
P  -0.06888  2.34054  -0.07464
C  -1.29315  3.33337  -0.93893
C  -1.20092  4.72701  -0.94992
C  -2.22526  5.48120  -1.49717
C  -3.34219  4.84693  -2.03410
C  -3.43036  3.46280  -2.02867
C  -2.40662  2.69974  -1.48526
C  1.54145  3.05594  -0.39085
C  2.51318  3.01989  0.60816
C  3.80976  3.41748  0.32391
C  4.14341  3.83817  -0.95731
C  3.17879  3.86831  -1.95664
C  1.87869  3.47384  -1.67918
H  -0.44455  3.36798  2.08513
H  -2.58724  0.74295  4.57432
H  -1.79920  0.08103  6.81984
H  0.58409  -0.44965  7.18460
H  2.18570  -0.33021  5.30972
H  1.39975  0.31482  3.04730
H  -3.32866  -0.61651  1.23471
H  -5.77837  -0.28739  1.19246
H  -6.74725  1.86391  1.92977
H  -5.27694  3.67890  2.73541
H  -2.84080  3.35035  2.82073
H  -0.32982  5.22114  -0.53484
H  -2.15412  6.56049  -1.50979
H  -4.14110  5.43698  -2.46317
H  -4.29584  2.96995  -2.45119
H  -2.47537  1.61483  -1.48970
H  2.24425  2.68203  1.60035
H  4.56224  3.40105  1.10178
H  5.15644  4.14899  -1.17618
H  3.43800  4.20190  -2.95246
H  1.12722  3.49230  -2.45961
C  4.85373  -1.28689  -1.16808
N  3.52920  -0.76395  -0.85979
C  2.88606  -0.04541  -1.95419
P  2.71966  -1.23765  0.47876
O  1.66894  -0.19619  0.81178
N  2.16222  -2.75463  0.29539
C  2.04916  -3.42878  -0.99532
C  1.35765  -3.33773  1.37185
N  3.76621  -1.32095  1.74691
C  4.26894  -0.07626  2.31487
C  4.48084  -2.51249  2.17394
H  4.82000  -2.04321  -1.95853
H  5.30246  -1.73349  -0.28570
H  5.49732  -0.47281  -1.50751
H  2.79208  -0.67753  -2.84166
H  3.47743  0.83740  -2.20808
H  1.88636  0.27185  -1.66685
H  2.74421  -2.99765  -1.70865
H  1.04285  -3.34769  -1.40413
H  2.30208  -4.48324  -0.86668
H  1.50041  -2.77359  2.29318
H  1.67545  -4.36782  1.54764
H  0.29648  -3.33208  1.11445
H  3.67884  0.76181  1.95496
H  5.31583  0.08719  2.04053
H  4.20397  -0.10256  3.40579
H  4.10474  -3.38649  1.64842
H  4.35054  -2.66381  3.24787
H  5.55340  -2.41986  1.97566
C  -3.60375  -5.20558  -5.99780
C  -3.08782  -4.34767  -4.87493
C  -2.60890  -4.92761  -3.70182
C  -2.16054  -4.14439  -2.64992
C  -2.19066  -2.76243  -2.78261
C  -2.66259  -2.15911  -3.93888
C  -3.10753  -2.95733  -4.97594
S  -1.56677  -1.77221  -1.48890
O  -2.46835  -0.62403  -1.28841
O  -1.44253  -2.57516  -0.27740
O  -0.23319  -1.26214  -1.91480
H  -3.05275  -6.14313  -6.06166
H  -3.52831  -4.69430  -6.95627
H  -4.65492  -5.45160  -5.83529
H  -2.58845  -6.00645  -3.60887
H  -1.80249  -4.58959  -1.73225
H  -2.68143  -1.08010  -4.01895
H  -3.47821  -2.49512  -5.88276

Computed properties:
E_tot in eV: -95212.5218
E_HOMO (spin up / spin down) in hartree: -0.353 / -0.410
Total charge: +1
E_LUMO (spin up / spin down) in eV: -2.11 / -3.41
Gap between HOMO and LUMO (spin up / spin down) in eV: 7.50 / 7.75
Spin multiplicity: 3


(2)
C4H28O12 | the ωB97M-V functional and the def2-TZVPD basis

Positions of all 44 atoms, in Å:
O  1.34237  -3.06717  1.37860
H  1.33075  -3.61714  0.59527
H  1.80276  -2.27298  1.10744
O  -3.26594  1.28794  0.73297
H  -3.82557  2.03251  0.95358
H  -2.89989  1.00614  1.57132
O  -0.57022  -0.53041  -4.38329
H  -1.31787  0.06071  -4.47184
H  -0.41876  -0.58611  -3.43980
O  -0.96396  -3.41318  -2.46361
H  -0.31251  -3.48384  -1.76588
H  -1.01123  -2.47625  -2.65382
O  -3.52841  -1.02660  -1.16789
H  -4.33011  -1.38047  -1.55294
H  -3.74917  -0.12300  -0.94209
O  2.31325  3.89197  -0.18927
H  1.39744  3.96439  0.07954
H  2.29317  3.99679  -1.14051
O  -2.27335  4.52847  -0.69973
H  -1.71881  3.86900  -1.11665
H  -1.71423  4.92429  -0.03119
O  -3.27663  -3.84346  -0.77943
H  -3.58585  -2.98069  -0.50332
H  -2.82574  -3.68283  -1.60837
C  0.51910  1.15918  -0.91652
C  -0.12399  -0.20441  -0.43009
O  -0.91652  -0.76529  -1.44721
O  -0.36713  2.23779  -0.87068
H  1.06039  1.10458  -1.86105
H  1.29784  1.37260  -0.18433
H  -0.65795  -0.16783  0.51946
H  0.71370  -0.88061  -0.25940
H  -1.85534  -0.68252  -1.26457
H  -1.16950  1.92183  -0.44882
C  3.80467  -0.39994  3.44571
C  2.60628  -0.21401  2.51028
O  2.88317  -0.86404  1.25493
O  3.90479  0.67680  4.39702
H  4.73903  -0.29278  2.89472
H  3.75766  -1.38246  3.91531
H  2.34218  0.83978  2.42141
H  1.73859  -0.69276  2.96415
H  3.64396  -0.47536  0.81705
H  3.18760  0.63136  5.03355

Computed properties:
E_tot in eV: -29171.2171
E_HOMO (spin up / spin down) in hartree: 0.000 / -0.278
Total charge: -1
E_LUMO (spin up / spin down) in eV: 2.37 / 2.31
Gap between HOMO and LUMO (spin up / spin down) in eV: 2.36 / 9.88
Spin multiplicity: 2


(3)
C41H45IN5OPPbS3 | the ωB97M-V functional and the def2-TZVPD basis

Positions of all 98 atoms, in Å:
Pb  1.11203  0.23657  -0.61350
S  -0.48504  1.99628  1.03111
C  -1.90149  2.29183  0.16768
N  -2.98735  2.73419  0.76561
C  -4.20955  3.00839  -0.00218
C  -4.38395  1.93340  -1.02567
N  -3.17933  1.88328  -1.86674
C  -3.42067  1.47107  -3.25493
C  -4.08788  0.11356  -3.29700
C  -3.77291  -0.86736  -2.36179
C  -4.41511  -2.09749  -2.39452
C  -5.35303  -2.36876  -3.38406
C  -5.65508  -1.39959  -4.33046
C  -5.03535  -0.15761  -4.27712
C  -1.96659  2.07287  -1.35224
S  -0.56916  2.14923  -2.26412
C  -3.10971  2.89014  2.22456
C  -3.82687  1.71016  2.84593
C  -4.72642  1.92989  3.88342
C  -5.36609  0.85989  4.49738
C  -5.11781  -0.43761  4.07044
C  -4.22625  -0.66164  3.02849
C  -3.58390  0.40702  2.41883
H  -4.13750  3.99251  -0.46720
H  -5.04940  3.00821  0.68798
H  -5.23454  2.15321  -1.66629
H  -4.55929  0.96729  -0.55002
H  -2.47339  1.46834  -3.77932
H  -4.06310  2.21710  -3.72264
H  -3.03590  -0.66604  -1.58797
H  -4.19063  -2.84309  -1.64136
H  -5.85710  -3.32773  -3.40918
H  -6.39467  -1.59978  -5.09668
H  -5.29727  0.60752  -5.00047
H  -3.67032  3.80568  2.40844
H  -2.11744  3.01556  2.64197
H  -4.92702  2.94338  4.21892
H  -6.06435  1.04373  5.30531
H  -5.62059  -1.27184  4.54520
H  -4.02712  -1.67315  2.69246
H  -2.88132  0.21344  1.61463
I  -0.66078  -2.48421  5.28977
C  0.10558  -2.37766  3.38406
C  0.73717  -3.36225  2.66753
N  1.04554  -2.82523  1.47037
N  0.65208  -1.53622  1.36154
C  0.08033  -1.26199  2.53282
H  0.98383  -4.38151  2.92801
H  1.54004  -3.26874  0.71730
H  -0.32387  -0.28175  2.74322
C  3.47709  2.81323  1.08345
P  3.25152  1.00916  1.25513
C  4.90043  0.29235  1.04945
C  6.03232  0.88557  1.61130
C  7.27496  0.28847  1.46339
C  7.39838  -0.90418  0.75641
C  6.27827  -1.49987  0.19396
C  5.03419  -0.89859  0.33806
C  2.85606  0.74540  3.00701
C  3.36675  -0.35472  3.69455
C  2.96156  -0.61149  4.99797
C  2.04757  0.22529  5.62403
C  1.53693  1.32569  4.94598
C  1.93388  1.58244  3.64106
H  4.15467  3.21135  1.83664
H  2.51235  3.31431  1.17534
H  3.87160  3.01624  0.08659
H  5.94899  1.80510  2.17968
H  8.15019  0.75050  1.90523
H  8.37044  -1.36952  0.64727
H  6.37468  -2.42712  -0.35975
H  4.15384  -1.35951  -0.10427
H  4.08731  -1.00995  3.21791
H  3.36751  -1.46506  5.52886
H  1.73994  0.02638  6.64286
H  0.83406  1.98934  5.43699
H  1.52918  2.44660  3.12349
C  5.19840  1.40724  -3.49916
S  4.36331  -0.05202  -2.91690
C  3.84998  -0.68931  -4.49952
O  3.09763  0.45218  -2.23466
H  4.48167  2.01880  -4.04751
H  6.03202  1.10263  -4.13613
H  5.57668  1.93839  -2.62717
H  3.39726  0.10816  -5.09067
H  3.12487  -1.47839  -4.29785
H  4.72240  -1.10825  -5.00397
C  -0.45539  -3.37003  -4.67628
C  -0.33730  -3.89947  -3.40030
C  0.02223  -3.05359  -2.36623
N  0.28542  -1.75282  -2.53768
C  0.17681  -1.25691  -3.77540
C  -0.19802  -2.02215  -4.86684
H  -0.75293  -3.99830  -5.50769
H  -0.52872  -4.94753  -3.20740
H  0.09147  -3.43178  -1.34989
H  0.39788  -0.19961  -3.88878
H  -0.28179  -1.56710  -5.84611

Computed properties:
E_tot in eV: -107876.7813
E_HOMO in hartree: -0.463
Total charge: +2
E_LUMO in eV: -5.70
Gap between HOMO and LUMO in eV: 6.90
Spin multiplicity: 1


(4)
C17H18N2O3S2 | the ωB97M-V functional and the def2-TZVPD basis

Positions of all 42 atoms, in Å:
C  -2.84377  1.14516  -1.17276
C  -1.53238  1.77037  -1.54087
C  -1.35380  2.35950  -2.78569
C  -0.13966  2.93083  -3.11832
C  0.93090  2.93074  -2.23719
C  2.24003  3.56042  -2.61606
C  0.75377  2.32933  -0.98504
N  1.80949  2.26134  -0.08028
S  1.70776  1.85228  1.53025
O  0.59260  2.47682  2.17536
O  3.02509  2.09396  2.03554
C  1.41219  0.08817  1.45442
C  2.25632  -0.71386  0.71221
C  2.00947  -2.07344  0.66095
C  0.92507  -2.62667  1.33490
C  0.06991  -1.80464  2.08186
C  0.33813  -0.43902  2.13847
N  -1.01665  -2.31101  2.79829
C  -1.97737  -3.17400  2.35682
O  -2.87946  -3.52790  3.07690
C  -1.83247  -3.60792  0.91058
C  -0.87638  -4.77840  0.78759
S  0.82436  -4.39806  1.37659
C  -0.46882  1.76008  -0.65178
H  -2.87994  0.91558  -0.11111
H  -3.66690  1.81430  -1.41519
H  -2.99124  0.22141  -1.73286
H  -2.16901  2.37677  -3.49352
H  -0.01811  3.39279  -4.08757
H  2.17632  3.98692  -3.61373
H  2.50263  4.35911  -1.92142
H  3.04365  2.82327  -2.61121
H  2.65076  2.76046  -0.31375
H  3.09399  -0.27417  0.19716
H  2.66294  -2.73204  0.11067
H  -0.28540  0.22316  2.72030
H  -1.20173  -1.88727  3.69942
H  -2.81552  -3.92724  0.55836
H  -1.48923  -2.76846  0.30085
H  -1.21129  -5.61881  1.39488
H  -0.78547  -5.09806  -0.25154
H  -0.59081  1.32822  0.32752

Computed properties:
E_tot in eV: -48714.9721
E_HOMO in hartree: -0.315
Total charge: 0
E_LUMO in eV: 0.06
SMILES: Cc1ccc(C)c(NS(=O)(=O)c2ccc3c(c2)NC(=O)CCS3)c1
Gap between HOMO and LUMO in eV: 8.63
Spin multiplicity: 1